C18H34BrCl2IO3P | ωB97M-V with the def2-TZVPD basis set

## Properties
HOMO energy = -0.128 Ha
net charge = -1
molar mass = 607.155 g mol⁻¹
DFT total energy = -137825.2927 eV
maximum force = 5.716 eV Å⁻¹
gap between HOMO and LUMO = 4.3 eV
lowest unoccupied orbital energy = 0.0307 hartree

Element x y z (Å)
C -5.149 0.147 0.985
C -3.964 -0.427 1.721
C -2.902 -1.514 1.117
C -1.563 -0.878 0.414
O -0.738 0.103 1.196
P 0.243 1.116 0.113
I 1.516 2.371 -1.611
C 1.562 -0.262 -0.305
C 3.057 0.080 0.268
C 4.182 -0.350 -0.847
C -0.802 2.590 0.772
Cl -2.693 2.606 0.728
C -0.182 3.794 1.388
C 1.406 4.057 1.615
Cl -1.312 5.178 2.014
O -0.803 0.741 -1.275
C -1.549 -0.556 -1.202
C -0.873 -1.847 -2.027
C -0.285 -1.364 -3.517
C -3.004 -0.470 -2.010
C -3.313 0.991 -2.679
C -2.419 1.361 -4.003
Br -2.699 3.360 -4.302
H -5.063 1.102 0.274
H -6.209 -0.366 1.014
H -3.795 0.011 2.812
H -2.611 -2.243 2.014
H -3.474 -2.158 0.295
H -0.830 -1.821 0.457
H 1.130 1.331 1.227
H 1.590 -0.466 -1.481
H 1.264 -1.313 0.169
H 3.229 -0.618 1.219
H 3.220 1.176 0.639
H 3.711 -0.871 -1.807
H 4.948 -1.120 -0.352
H 4.739 0.635 -1.172
H 2.146 3.242 1.247
H 1.638 4.338 2.752
H 1.679 5.049 1.008
H 0.061 -2.299 -1.470
H -1.642 -2.754 -2.131
H 0.411 -0.406 -3.370
H -1.128 -1.207 -4.313
H 0.432 -2.220 -3.885
H -3.005 -1.249 -2.916
H -3.926 -0.755 -1.351
H -4.447 0.951 -3.051
H -3.252 1.905 -1.953
H -2.773 0.826 -4.985
H -1.263 1.255 -3.792
C 4.319 -2.662 4.561
C 4.077 -2.154 3.155
O 2.683 -2.109 2.888
H 3.890 -3.662 4.688
H 5.389 -2.707 4.781
H 3.835 -2.012 5.297
H 4.544 -2.818 2.422
H 4.492 -1.150 3.024
H 2.279 -1.510 3.539

These are the natural (NBO) partial charges, in e, on atoms 1 to 2:
1. C -1.20
2. C 0.45

***

C18H34MnNO6P2S | ωB97M-V with the def2-TZVPD basis set

## Properties
HOMO energy (alpha / beta) = -0.537 / -0.543 Ha
net charge = +2
energy above the lowest of the compared OMol25 structures with the same formula, charge and spin = 0.0 kcal per mole
multiplicity = 5
molar mass = 509.424 g mol⁻¹
DFT total energy = -93719.3159 eV
expectation value of S² = 6.133
maximum force = 0.533 eV Å⁻¹
gap between HOMO and LUMO (alpha / beta) = 6.9 / 7.9 eV
lowest unoccupied orbital energy (alpha / beta) = -0.2826 / -0.2517 hartree

Element x y z (Å)
Mn -1.600 1.901 0.936
C -1.978 -2.479 -3.316
C -2.458 -1.744 -2.090
C -3.145 -0.436 -2.398
O -1.228 -1.471 -1.282
P -1.198 -1.202 0.242
O -1.957 0.050 0.656
C 0.549 -0.969 0.585
P 1.187 0.612 -0.003
O 0.295 1.701 0.567
O 1.094 0.678 -1.537
C 1.978 0.134 -2.610
C 3.164 1.051 -2.787
C 2.339 -1.305 -2.327
O 2.669 0.743 0.389
C 3.384 0.737 1.698
C 2.541 1.346 2.793
C 3.846 -0.673 1.977
O -1.796 -2.352 1.068
C -1.432 -3.786 1.245
C -1.026 -4.420 -0.064
C -0.383 -3.884 2.327
H -2.835 -2.753 -3.931
H -1.442 -3.389 -3.052
H -1.323 -1.839 -3.908
H -3.092 -2.385 -1.474
H -2.464 0.237 -2.921
H -3.521 0.054 -1.500
H -3.996 -0.631 -3.051
H 1.123 -1.786 0.145
H 0.675 -1.002 1.671
H 1.321 0.194 -3.475
H 3.839 0.997 -1.934
H 2.842 2.081 -2.926
H 3.711 0.743 -3.678
H 2.980 -1.388 -1.446
H 2.902 -1.697 -3.174
H 1.447 -1.922 -2.206
H 4.236 1.378 1.484
H 1.675 0.724 3.034
H 2.203 2.347 2.531
H 3.150 1.417 3.694
H 3.009 -1.331 2.217
H 4.515 -0.664 2.837
H 4.394 -1.081 1.129
H -2.372 -4.206 1.593
H -0.100 -3.990 -0.453
H -1.807 -4.329 -0.816
H -0.851 -5.482 0.107
H 0.585 -3.516 1.982
H -0.255 -4.930 2.605
H -0.687 -3.335 3.218
S -3.564 2.360 1.925
C -2.888 3.984 1.681
C -3.395 5.220 2.023
C -2.632 6.330 1.689
C -1.405 6.186 1.040
C -0.957 4.921 0.735
N -1.704 3.853 1.056
H -4.347 5.306 2.526
H -2.996 7.318 1.937
H -0.806 7.046 0.778
H -0.015 4.732 0.240

These are the natural (NBO) partial charges, in e, on atoms 1 to 2:
1. Mn 1.57
2. C -0.63

***

C18H34N5O6P2SSeSr | ωB97M-V with the def2-TZVPD basis set

## Properties
HOMO energy = -0.387 Ha
net charge = +1
energy above the lowest of the compared OMol25 structures with the same formula, charge and spin = 322.0 kcal per mole
molar mass = 677.094 g mol⁻¹
DFT total energy = -134541.2093 eV
maximum force = 13.421 eV Å⁻¹
gap between HOMO and LUMO = 7.4 eV
lowest unoccupied orbital energy = -0.1159 hartree

Element x y z (Å)
Sr -1.339 0.373 -0.086
N -2.435 -2.096 1.797
C -1.314 -1.126 1.568
C -0.378 -1.570 2.892
P -2.025 0.523 2.241
O -3.366 0.035 0.798
O -2.882 0.196 3.399
O -1.779 1.811 1.429
P 0.054 -1.729 0.340
O -0.546 -3.244 0.350
O -0.262 -1.129 -1.015
O 1.450 -1.832 0.779
H -2.886 -1.684 2.636
H -2.033 -3.018 1.967
H -3.100 -2.101 1.021
H -0.969 -1.406 3.793
H 0.570 -1.040 2.938
H -0.113 -2.621 2.795
H -4.224 0.035 1.236
H 0.194 -3.811 0.095
C -4.647 -0.166 -2.741
C -4.585 1.096 -3.625
C -5.072 2.338 -2.877
C -4.109 3.017 -1.897
N -2.982 3.694 -2.560
C -1.811 3.116 -2.908
Se -1.244 1.415 -2.359
N -0.995 4.051 -3.425
C 0.385 3.848 -3.910
C 0.461 3.463 -5.396
C -0.058 2.084 -5.808
C 0.959 0.963 -5.506
C -1.636 5.285 -3.343
C -1.209 6.564 -3.679
C -2.078 7.608 -3.438
C -3.348 7.380 -2.889
C -3.773 6.105 -2.574
C -2.882 5.062 -2.795
H -3.852 -0.858 -3.021
H -5.623 -0.643 -2.822
H -4.438 0.105 -1.703
H -5.242 0.951 -4.482
H -3.556 1.225 -3.953
H -5.956 2.057 -2.297
H -5.366 3.093 -3.612
H -3.658 2.297 -1.212
H -4.670 3.784 -1.369
H 0.768 3.035 -3.295
H 0.916 4.785 -3.773
H 1.520 3.519 -5.666
H -0.082 4.232 -5.954
H -0.263 2.093 -6.877
H -0.945 1.836 -5.226
H 1.669 0.838 -6.322
H 0.420 0.038 -5.308
H 1.483 1.172 -4.570
H -0.231 6.742 -4.107
H -1.775 8.620 -3.667
H -4.007 8.220 -2.717
H -4.754 5.934 -2.152
N -0.477 1.192 3.304
C 0.453 1.594 2.203
N 0.485 0.731 1.088
S 1.417 2.851 2.383
H -0.007 0.673 4.040
H -0.926 2.028 3.673
H 1.424 0.334 1.008
H -0.292 0.044 1.293

These are the Löwdin partial charges, in e, on atoms 1 to 2:
1. Sr 1.24
2. N 0.17

***

C18H35BF6N10O9 | ωB97M-V with the def2-TZVPD basis set

## Properties
HOMO energy = -0.340 Ha
net charge = 0
energy above the lowest of the compared OMol25 structures with the same formula, charge and spin = 33.1 kcal per mole
SMILES string = CCCOC[C@H]1C(=O)N[C@@H](B(O)CC)[C@@]1(C(=O)NC(=O)F)C(F)(F)C(F)(F)F.NC(N)=O.NC(N)=O.NC(N)=O.NC(N)=O
molar mass = 660.339 g mol⁻¹
DFT total energy = -69547.4718 eV
maximum force = 4.442 eV Å⁻¹
gap between HOMO and LUMO = 9.6 eV
lowest unoccupied orbital energy = 0.0125 hartree

Element x y z (Å)
C 3.510 0.630 -1.275
C 2.664 1.402 -2.334
C 1.295 0.755 -2.628
O 0.525 0.846 -1.419
C -0.807 0.366 -1.624
C -1.094 -0.820 -0.640
C 0.306 -1.316 -0.146
O 1.028 -2.023 -0.742
N 0.419 -0.768 1.145
C -0.891 -0.295 1.680
B -0.549 1.224 2.119
O -0.646 1.518 3.503
C -0.160 2.431 1.157
C -0.711 3.745 1.845
C -1.990 -0.624 0.627
C -2.362 -2.125 0.930
O -1.652 -2.832 1.527
N -3.617 -2.716 0.405
C -3.279 -3.523 -0.733
O -3.679 -3.319 -1.786
F -2.474 -4.589 -0.556
C -3.252 0.224 0.522
F -4.063 -0.176 -0.484
F -3.010 1.523 0.221
C -4.134 0.234 1.837
F -5.316 -0.314 1.609
F -4.410 1.494 2.180
F -3.517 -0.309 2.880
H 3.775 1.269 -0.414
H 2.908 -0.199 -0.857
H 4.401 0.163 -1.729
H 2.498 2.425 -1.940
H 3.269 1.510 -3.261
H 0.795 1.319 -3.442
H 1.467 -0.306 -2.907
H -1.557 1.175 -1.629
H -0.809 -0.061 -2.648
H -1.423 -1.649 -1.297
H 0.906 -1.435 1.741
H -0.934 -0.803 2.665
H 0.251 1.380 3.857
H 0.927 2.560 1.012
H -0.680 2.399 0.183
H -0.639 4.621 1.179
H -1.778 3.606 2.109
H -0.171 3.935 2.784
H -4.060 -3.303 1.111
N 3.665 3.621 5.047
C 3.383 2.898 3.925
N 3.698 1.570 4.006
O 2.889 3.393 2.930
H 4.071 3.223 5.873
H 3.448 4.602 5.030
H 3.508 1.001 3.201
H 4.104 1.149 4.820
N -0.519 -1.182 -6.521
C -0.904 0.064 -6.117
N -2.080 0.104 -5.427
O -0.245 1.059 -6.355
H -1.046 -2.013 -6.333
H 0.341 -1.251 -7.031
H -2.399 1.002 -5.111
H -2.629 -0.711 -5.225
N 3.056 -1.165 -6.040
C 3.988 -0.945 -5.067
N 4.851 -1.980 -4.854
O 4.039 0.096 -4.438
H 2.998 -2.016 -6.566
H 2.400 -0.424 -6.220
H 5.551 -1.858 -4.145
H 4.815 -2.841 -5.366
N -2.104 -2.813 7.099
C -1.806 -2.077 5.988
N -2.847 -1.351 5.488
O -0.697 -2.069 5.483
H -3.012 -2.828 7.523
H -1.365 -3.362 7.500
H -2.669 -0.798 4.672
H -3.764 -1.349 5.893

These are the Löwdin partial charges, in e, on atoms 1 to 2:
1. C -0.09
2. C -0.22